This record from the OMol25 dataset describes a molecular structure, C27H36Li2O15S in a non-equilibrium geometry. The level of theory is wB97M-V/def2-TZVPD.

Calculated values
E: -70533.260 eV
energy relative to the best compared isomer or geometry (same formula, charge and spin): 63.0 kcal per mole
charge: 0
strongest force on any atom: 16.37 eV/A
E_LUMO: -1.30 eV
HOMO-LUMO gap: 5.904 eV

```
81
Properties=species:S:1:pos:R:3:mulliken_charge:R:1
Li -3.97326 -1.37205 1.49689 0.801
Li 1.25674 0.28495 3.62089 0.744
S -0.84826 -0.68205 1.31189 0.970
O -0.45426 -2.04105 0.99389 -1.142
O -0.65226 0.13895 0.15489 -0.699
O -2.27226 -0.71605 1.53189 -0.683
O -0.13926 -0.02005 2.41589 -0.214
C 2.05074 3.14295 2.85889 -1.001
O 2.15574 1.81195 2.44589 -0.371
H 2.35474 3.63995 2.03189 0.353
H 2.52874 3.53395 3.62489 0.546
H 0.99774 3.50595 3.06189 0.246
H 1.63374 1.85095 1.52789 0.309
C -2.82126 1.35595 3.99489 -0.432
O -3.51526 1.27295 2.79289 -0.445
H -2.67326 0.43995 4.41989 0.344
H -3.27326 2.10595 4.68089 0.293
H -1.69226 1.82695 3.75389 -0.084
H -3.07326 0.31695 2.43989 0.435
C 3.70974 -1.08905 2.94689 -0.706
O 2.36274 -1.40405 3.15989 -0.564
H 3.95074 -0.28205 3.68589 0.224
H 4.01674 -0.48905 1.86689 0.119
H 4.18974 -1.88705 2.95289 0.569
H 2.10374 -2.10605 2.43689 0.298
C -4.08426 3.39195 -0.02411 -1.240
C -3.25526 2.26895 -0.34911 0.377
C -3.07526 1.81195 -1.68111 0.492
C -4.12726 2.17595 -2.60911 -0.398
C -5.05326 3.17495 -2.28211 -0.663
C -5.13026 3.59095 -0.88211 0.601
O -6.16926 4.45395 -0.50111 -0.572
O -2.11126 0.99295 -1.96311 -0.581
H -3.90326 3.42795 0.93589 0.553
H -2.56926 1.96595 0.42989 0.159
H -4.18226 1.64395 -3.68811 0.210
H -5.95726 3.45995 -2.78511 0.359
H -6.24526 4.65495 0.44589 0.321
H -1.69826 0.66795 -1.23011 0.357
C 4.91674 -3.51605 -1.16711 -0.554
C 3.86874 -3.83105 -0.22411 -0.852
C 2.79574 -2.86905 0.00489 0.298
C 2.71674 -1.66505 -0.70711 -0.179
C 3.77974 -1.46405 -1.69111 -1.078
C 4.80174 -2.32005 -1.86511 0.966
O 5.99674 -1.92305 -2.50411 -0.553
O 1.81074 -3.22905 0.79189 -0.571
H 5.68174 -4.23605 -1.53011 0.181
H 3.85674 -4.64805 0.49589 0.394
H 1.95674 -1.08105 -0.74111 0.650
H 3.74874 -0.52505 -2.11611 0.591
H 6.55874 -2.75205 -2.75511 0.308
H 0.95474 -2.85305 0.82589 0.707
C 0.70774 5.06495 -0.30911 -0.706
C 0.66474 3.67695 -0.07611 0.397
C 1.60174 2.82595 -0.69411 0.244
C 2.59174 3.37095 -1.55411 -0.925
C 2.67874 4.73695 -1.68711 -0.508
C 1.76374 5.58395 -0.99811 0.379
O 1.78574 6.87295 -1.17611 -0.528
O 1.50674 1.54995 -0.40811 -0.669
H -0.00926 5.81295 -0.09611 0.507
H -0.19726 3.20095 0.54889 0.290
H 3.36774 2.73195 -2.23111 0.152
H 3.49474 5.18095 -2.18811 0.429
H 2.23574 6.96095 -2.02711 0.308
H 0.63274 0.95295 -0.23811 0.475
C -2.29926 -6.68505 -1.70611 -0.695
C -1.99126 -6.08505 -0.46311 -0.397
C -1.70726 -4.69005 -0.34811 0.498
C -1.63226 -3.90905 -1.53411 0.231
C -1.81026 -4.40505 -2.81311 -1.427
C -2.17026 -5.80505 -2.96111 0.553
O -2.53626 -6.31605 -4.14711 -0.523
O -1.34226 -4.35405 0.86789 -0.671
H -2.79526 -7.60205 -1.77311 0.449
H -2.40226 -6.55705 0.46289 0.256
H -1.18826 -2.81105 -1.69511 0.085
H -1.87226 -3.87905 -3.50911 0.846
H -2.09726 -5.84605 -4.86911 0.318
H -0.78726 -3.48805 0.77989 0.439
```